Entry 1:
89
Properties=species:S:1:pos:R:3:mulliken_spin:R:1 method="wB97M-V/def2-TZVPD" orbital_gap_ev="5.857 / 5.817" s_squared=0.7548 spin_multiplicity=2 e_homo_ha="-0.2415 / -0.2416"
Ti 0.0669 0.8133 0.6232 0.939
C 0.0184 3.2302 2.7662 0.001
C -0.6279 2.1248 3.6013 0.001
C -1.8434 1.5582 2.9254 0.034
C -3.1031 1.6777 3.4829 -0.008
C -4.2000 1.1375 2.8304 0.013
C -4.0057 0.4653 1.6411 -0.011
C -2.7236 0.3784 1.1382 0.044
N -1.6680 0.9380 1.7460 -0.056
N 0.8051 2.7107 1.6206 0.003
C 0.8512 3.7195 0.5157 -0.019
C -0.2358 3.5256 -0.5020 0.042
C -0.5962 4.5482 -1.3567 -0.002
C -1.5248 4.2984 -2.3478 0.005
C -2.0798 3.0336 -2.4539 -0.001
C -1.6566 2.0562 -1.5884 0.016
N -0.7480 2.2943 -0.6224 -0.017
C 2.1944 2.4206 2.0525 -0.003
C 2.9305 1.6907 0.9693 0.024
C 4.3021 1.7369 0.9003 -0.002
C 4.9414 1.0523 -0.1181 0.006
C 4.1801 0.3485 -1.0287 -0.004
C 2.8097 0.3253 -0.8828 0.020
N 2.1763 0.9855 0.1057 -0.035
H 0.6738 3.8466 3.3862 0.000
H -0.7631 3.8776 2.3683 -0.001
H -0.9213 2.5313 4.5682 0.001
H 0.0956 1.3235 3.7778 -0.002
H -3.2121 2.1817 4.4340 0.000
H -5.1899 1.2269 3.2610 0.001
H -4.8101 -0.0089 1.0962 0.000
H -2.5459 -0.1973 0.2415 0.005
H 1.7898 3.6193 -0.0406 0.004
H 0.8221 4.7314 0.9259 -0.002
H -0.1260 5.5171 -1.2526 0.000
H -1.8033 5.0810 -3.0420 0.000
H -2.8021 2.7862 -3.2188 0.000
H -2.0302 1.0440 -1.6741 -0.002
H 2.1527 1.7866 2.9373 -0.004
H 2.7144 3.3480 2.3074 0.000
H 4.8569 2.3058 1.6348 0.000
H 6.0201 1.0815 -0.2034 0.000
H 4.6273 -0.1765 -1.8605 0.000
H 2.1900 -0.2259 -1.5700 -0.003
S -3.5286 -1.2105 -1.7496 0.006
P -1.7493 -2.0468 -1.7410 -0.003
S -0.1617 -1.0421 -0.8770 0.005
C -1.7526 -3.6606 -0.9144 0.006
C -2.4126 -4.7164 -1.5475 -0.001
C -2.4460 -5.9702 -0.9579 0.000
C -1.8250 -6.1770 0.2693 0.000
C -1.1758 -5.1292 0.9043 0.000
C -1.1357 -3.8683 0.3150 -0.007
C -1.1552 -2.4017 -3.4173 -0.002
C -1.9220 -2.0641 -4.5243 0.001
C -1.4411 -2.3199 -5.8055 0.000
C -0.1985 -2.9063 -5.9766 0.000
C 0.5705 -3.2484 -4.8681 0.000
C 0.0951 -2.9994 -3.5927 0.000
H -2.8979 -4.5536 -2.5031 0.000
H -2.9544 -6.7873 -1.4547 0.000
H -1.8489 -7.1581 0.7285 0.000
H -0.6895 -5.2895 1.8590 0.000
H -0.6135 -3.0544 0.8045 0.006
H -2.8876 -1.5976 -4.3762 0.000
H -2.0397 -2.0550 -6.6679 0.000
H 0.1782 -3.0962 -6.9739 0.000
H 1.5440 -3.7028 -5.0023 0.000
H 0.6951 -3.2615 -2.7285 0.000
C 4.5293 3.1099 -4.8438 0.000
O 3.2762 2.4830 -4.5696 0.000
C 2.6182 2.6785 -3.4027 0.000
S 3.2407 3.7570 -2.2348 0.000
S 1.1774 1.7948 -3.2949 0.000
H 5.1661 2.3441 -5.2820 0.000
H 4.9794 3.5200 -3.9456 0.000
H 4.3680 3.9074 -5.5682 0.000
F -0.9953 -3.1973 7.3419 0.000
C -0.5039 -2.7099 6.2006 -0.001
C -1.3519 -2.2460 5.2181 0.001
F -2.6745 -2.2925 5.4062 0.000
C -0.8278 -1.7352 4.0438 0.013
F -1.7275 -1.3492 3.1186 0.003
C 0.5360 -1.6283 3.8140 0.002
Se 1.3505 -0.8526 2.2675 -0.011
C 1.3571 -2.1299 4.8160 -0.004
F 2.6884 -2.1010 4.6950 0.000
C 0.8580 -2.6629 5.9906 0.000
F 1.6867 -3.1225 6.9328 0.000

Entry 2:
96
Properties=species:S:1:pos:R:3:lowdin_charge:R:1 method="wB97M-V/def2-TZVPD" orbital_gap_ev=6.038 e_above_lowest_kcal_mol=36.6 spin_multiplicity=1 e_homo_ha=-0.0664 charge=-2
Ca 1.1969 0.2600 -1.9300 1.418
O -0.1881 -1.2900 -1.9620 -0.512
P -0.6945 -1.8259 -0.6640 0.683
C 0.1665 -1.2493 0.7917 -0.284
P -0.6180 0.7250 0.8240 0.632
O -1.5352 0.2944 -0.3200 -0.439
C -1.2846 0.1819 2.4960 -0.286
C -2.6603 -0.0036 2.6031 -0.092
C -3.2312 -0.4048 3.8014 -0.096
C -2.4368 -0.5991 4.9239 -0.122
C -1.0641 -0.4188 4.8261 -0.103
C -0.4938 -0.0510 3.6153 -0.097
C -1.6057 2.3858 1.1444 -0.239
C -1.6984 3.0146 2.3872 -0.112
C -2.5386 4.0995 2.5985 -0.105
C -3.3496 4.5673 1.5743 -0.128
C -3.2874 3.9532 0.3307 -0.108
C -2.4215 2.8874 0.1259 -0.098
C -0.3758 -3.6596 -0.7355 -0.234
C 0.0172 -4.4508 0.3369 -0.093
C 0.1160 -5.8303 0.2023 -0.112
C -0.1885 -6.4355 -1.0075 -0.119
C -0.5751 -5.6535 -2.0894 -0.089
C -0.6690 -4.2784 -1.9536 -0.062
C -2.4984 -2.0373 -0.5600 -0.265
C -3.2623 -1.7183 -1.6774 -0.057
C -4.6384 -1.8764 -1.6345 -0.086
C -5.2528 -2.3437 -0.4793 -0.115
C -4.4869 -2.6681 0.6317 -0.103
C -3.1078 -2.5284 0.5860 -0.089
H 1.2180 -1.5084 0.5972 0.046
H -0.1658 -1.8357 1.6499 0.030
H -3.2770 0.1680 1.7281 0.115
H -4.3032 -0.5583 3.8619 0.093
H -2.8852 -0.8873 5.8680 0.084
H -0.4338 -0.5688 5.6962 0.090
H 0.5787 0.0618 3.5337 0.090
H -1.1081 2.6526 3.2194 0.100
H -2.5610 4.5819 3.5710 0.090
H -4.0321 5.3920 1.7497 0.082
H -3.9226 4.2996 -0.4781 0.088
H -2.3651 2.4043 -0.8414 0.097
H 0.2509 -3.9938 1.2914 0.090
H 0.4244 -6.4337 1.0489 0.088
H -0.1283 -7.5136 -1.1029 0.087
H -0.8102 -6.1249 -3.0364 0.097
H -0.9577 -3.6516 -2.7922 0.104
H -2.7575 -1.3356 -2.5575 0.113
H -5.2387 -1.6261 -2.5012 0.096
H -6.3308 -2.4529 -0.4417 0.086
H -4.9631 -3.0260 1.5374 0.093
H -2.5052 -2.7879 1.4490 0.108
F 3.6448 -0.6425 -0.1713 0.112
C 4.7265 -0.2843 -0.8721 -0.627
F 5.5332 0.3744 -0.0224 0.112
F 5.3700 -1.3957 -1.2431 0.127
S 4.3966 0.8175 -2.3828 0.591
O 3.0650 1.3527 -2.1611 -0.478
O 5.4802 1.7444 -2.2863 -0.262
N 4.4758 -0.1416 -3.5977 -0.278
S 2.9757 -0.7481 -3.8038 0.635
O 2.6192 -1.3497 -2.5392 -0.396
O 2.1596 0.2484 -4.4117 -0.275
C 3.6394 -2.0384 -5.0242 -0.640
F 2.8850 -2.9610 -5.5772 0.170
F 4.2196 -1.3378 -6.0038 0.130
F 4.6015 -2.6875 -4.3417 0.113
C 0.7997 3.9454 0.0087 -0.060
C 1.5195 2.8182 0.7644 -0.527
C 3.0047 2.9453 0.3570 -0.059
C 1.0116 1.3890 0.3569 -0.305
C 1.5571 3.0423 2.2785 -0.182
C 2.1651 2.0987 3.1097 -0.059
C 2.3001 2.3045 4.4726 -0.099
C 1.8372 3.4783 5.0528 -0.118
C 1.2565 4.4389 4.2417 -0.101
C 1.1221 4.2232 2.8764 -0.054
H 0.7047 3.6470 -1.0364 0.085
H 1.3783 4.8742 0.0577 0.079
H -0.1926 4.1418 0.3981 0.053
H 3.0993 2.9259 -0.7211 0.054
H 3.6095 2.1375 0.7734 0.073
H 3.4135 3.8925 0.7220 0.091
H 1.7246 0.6817 0.7899 0.003
H 2.5581 1.1852 2.6821 0.109
H 2.7751 1.5464 5.0853 0.095
H 1.9329 3.6421 6.1198 0.086
H 0.9082 5.3713 4.6726 0.092
H 0.6644 4.9930 2.2694 0.104
F 0.6817 -2.1704 -4.6294 -0.114
C -0.4481 -1.5395 -5.2304 -0.252
F -0.4860 -0.2519 -4.6362 -0.101
C -0.0219 -1.2986 -6.6586 -0.601
F 1.2275 -0.7953 -6.9407 0.065
F -0.8855 -0.4537 -7.2740 0.083
F -0.0694 -2.4655 -7.3604 0.069